ORCA calculation (the ωB97M-V functional and the def2-TZVPD basis) on C26H50OP2SiTi as an isolated structure.

- LUMO energy (spin up / spin down) (eV) = -7.8 / -7.8
- relative energy (zero: lowest compared OMol25 entry of this formula, charge and spin) (kJ/mol) = 0.0
- E (eV) = -79374.9935
- total charge = +2
- orbital gap (spin up / spin down) (Eh) = 0.18073 / 0.18055

```
81
Properties=species:S:1:pos:R:3:lowdin_charge:R:1
Ti 0.48392 -0.85899 1.31563 1.242
C -1.99116 -1.16260 3.06798 -0.144
C -1.56617 -2.10522 2.08933 -0.197
C 0.26537 -1.53766 3.42330 -0.274
C -0.89249 -0.80847 3.87291 -0.149
C -0.16159 -2.43322 2.34121 -0.411
C -3.38918 -0.70147 3.29394 0.005
H -3.98140 -0.76819 2.37148 0.084
H -3.39613 0.34693 3.63012 0.097
H -3.90488 -1.29690 4.06736 0.126
C -0.94770 0.00880 5.10680 0.025
H -1.81935 0.67812 5.10835 0.095
H -0.04827 0.62774 5.20679 0.071
H -1.02231 -0.60600 6.01997 0.126
C 1.51842 -1.70774 4.18863 0.006
H 1.32250 -2.33263 5.07382 0.127
H 1.94023 -0.76127 4.54786 0.064
H 2.28585 -2.21973 3.59885 0.096
C 0.64383 -3.52664 1.74131 -0.001
H 0.62091 -4.38732 2.43235 0.137
H 1.69546 -3.22219 1.61599 0.100
H 0.24273 -3.84695 0.76805 0.095
C -2.46883 -2.95214 1.26234 -0.009
H -2.66675 -3.92564 1.74554 0.120
H -2.02147 -3.16596 0.28403 0.078
H -3.44642 -2.47903 1.09648 0.084
C -1.28047 1.85578 0.21905 -0.091
C -2.37337 1.07466 0.22068 -0.075
C -2.61606 -0.07433 -0.73176 -0.148
C -1.59424 -0.93844 -1.58277 -0.216
C -0.29436 -1.44951 -1.12426 -0.174
C 0.88105 -0.65181 -0.98763 -0.273
C 0.96116 0.87923 -1.06055 -0.196
C -0.26498 1.84048 -0.89005 -0.216
H -3.27583 0.29529 -1.54346 0.130
H -1.47036 -0.32918 -2.51804 0.003
H -3.24389 -0.79398 -0.19468 0.082
H -0.87989 1.77289 -1.81804 0.008
H -1.06402 2.54737 1.03652 0.095
H -3.01614 1.05522 1.11595 0.103
H 0.19182 2.84983 -0.91987 0.120
H 1.74775 1.22774 -0.36846 0.078
H 1.87215 -1.19123 -0.97841 0.122
H 1.37573 1.23063 -2.03892 0.097
H -2.20706 -1.80343 -1.92017 0.132
H -0.14914 -2.54827 -1.18230 0.124
P -0.89744 1.16183 -3.80214 0.786
C -1.09015 2.92289 -4.22290 -0.247
C -2.05000 0.42870 -5.00241 -0.247
P 1.35046 -0.86178 -3.73421 0.898
C 0.75655 0.77620 -4.41453 -0.541
C 0.67316 -1.92212 -5.10406 -0.277
C 2.97727 -0.63835 -4.58159 -0.289
H -0.23265 3.48537 -3.82683 0.050
H -2.03276 3.28318 -3.78013 0.058
H -1.13277 2.99423 -5.32063 0.054
H -1.87704 0.96431 -5.94486 0.051
H -3.07957 0.61357 -4.66088 0.058
H -1.89030 -0.64873 -5.12944 0.032
H 2.82031 -0.29617 -5.61887 0.056
H 3.47121 -1.61900 -4.56784 0.044
H 3.56087 0.10805 -4.02382 0.043
H 1.47366 1.58443 -4.17254 0.068
H 0.66345 0.71563 -5.51251 0.065
H 1.32463 -2.80703 -5.15769 0.047
H 0.71705 -1.39176 -6.06696 0.053
H -0.35471 -2.24022 -4.88925 0.024
C 3.80259 1.67201 1.66142 -0.146
Si 2.17358 1.93047 2.56384 0.366
C 2.37989 1.84528 4.42743 -0.146
C 1.33541 3.53064 2.05414 -0.143
O 1.25591 0.64706 2.05439 -0.377
H 4.53020 2.42253 2.00901 0.052
H 3.68017 1.76923 0.57343 0.029
H 4.19331 0.66470 1.87423 0.042
H 3.04874 2.68299 4.68947 0.057
H 1.43158 1.97392 4.96911 0.029
H 2.86005 0.91240 4.75847 0.031
H 1.14510 3.60128 0.97497 0.023
H 0.38276 3.69442 2.58284 0.045
H 2.03455 4.33532 2.33813 0.056
```